Entry 1:
71
Properties=species:S:1:pos:R:3:mulliken_charge:R:1 method="wB97M-V/def2-TZVPD" spin_multiplicity=2 s2=0.7504 charge=-1 orbital_gap_ha="0.088 / 0.323"
O -0.38 0.17 -0.56 1.198
H 0.15 -0.55 -0.90 0.357
H -0.99 0.54 -1.19 0.226
H -0.90 -0.14 0.18 0.371
C 2.26 3.83 -2.21 0.536
F 2.95 4.68 -2.89 -0.217
F 3.04 2.70 -2.19 -0.262
F 2.21 4.21 -0.96 -0.231
S 0.51 3.52 -2.85 1.127
O 0.01 2.31 -2.18 -0.567
O -0.28 4.74 -2.49 -0.698
O 0.70 3.43 -4.35 -0.720
C -2.68 -1.96 1.38 -6.453
O -1.83 -1.13 1.14 2.090
N -3.75 -2.15 0.63 0.641
N -2.69 -2.72 2.42 -0.113
H -4.22 -3.03 0.81 0.529
H -3.90 -1.68 -0.25 0.222
H -1.88 -2.60 3.02 0.546
H -3.45 -3.31 2.70 0.759
C -4.79 0.79 -0.61 -1.817
C -3.87 1.44 -1.72 0.321
C -3.34 2.78 -1.33 -0.430
O -4.55 3.57 -1.27 -0.398
C -4.41 4.82 -0.58 -0.793
N -2.84 0.51 -2.08 -0.593
H -5.53 1.55 -0.36 0.509
H -4.29 0.77 0.36 0.219
H -5.30 -0.15 -0.82 0.465
H -4.54 1.46 -2.58 0.169
H -2.76 3.24 -2.13 0.302
H -2.69 2.88 -0.46 0.411
H -3.73 5.49 -1.11 0.280
H -4.09 4.56 0.43 0.333
H -5.41 5.23 -0.44 0.273
H -3.27 -0.39 -1.95 0.211
H -2.50 0.53 -3.03 0.248
C 0.57 -2.95 -2.85 -1.631
C 1.41 -3.06 -1.56 0.209
C 2.77 -3.82 -1.77 -0.829
O 3.67 -3.80 -0.58 -0.263
C 4.95 -4.50 -0.85 -0.821
N 1.60 -1.71 -1.12 -0.352
H 0.39 -3.93 -3.28 0.495
H 1.16 -2.45 -3.62 0.345
H -0.38 -2.42 -2.77 0.266
H 0.75 -3.48 -0.81 0.346
H 3.28 -3.48 -2.68 0.388
H 2.43 -4.85 -1.80 0.435
H 5.56 -3.97 -1.57 0.321
H 4.96 -5.56 -1.09 0.314
H 5.55 -4.48 0.06 0.276
H 2.52 -1.56 -1.49 0.241
H 1.80 -1.71 -0.13 0.052
C 2.39 1.84 1.59 -1.612
C 2.19 0.48 2.27 0.677
C 2.69 0.50 3.72 -1.185
O 2.72 -0.76 4.37 -0.304
C 2.99 -0.66 5.76 -0.830
N 0.83 0.04 2.23 -0.022
H 2.50 1.76 0.51 0.232
H 3.22 2.42 2.00 0.474
H 1.63 2.54 1.93 0.436
H 2.84 -0.26 1.81 0.176
H 2.05 1.11 4.36 0.433
H 3.72 0.82 3.80 0.424
H 3.29 0.31 6.15 0.362
H 3.83 -1.32 5.99 0.248
H 2.12 -1.06 6.27 0.292
H 0.81 -0.70 2.91 0.112
H 0.24 0.74 2.65 0.242

Entry 2:
66
Properties=species:S:1:pos:R:3:nbo_charge:R:1 method="wB97M-V/def2-TZVPD" spin_multiplicity=1 charge=+3 orbital_gap_ha=0.340
Lu -0.15 1.05 0.18 2.037
C 0.94 2.20 3.89 -0.930
P -0.34 2.42 2.64 0.719
C -1.93 2.29 3.50 -0.935
C -0.20 4.17 2.11 -0.706
C -1.00 4.52 0.85 -0.705
P -0.33 3.74 -0.68 0.718
C 1.21 4.62 -1.05 -0.936
C -1.52 4.18 -1.98 -0.933
H 0.83 2.95 4.68 0.277
H 1.94 2.29 3.46 0.264
H 0.85 1.21 4.35 0.262
H -1.98 3.02 4.32 0.276
H -2.04 1.29 3.92 0.266
H -2.77 2.47 2.83 0.261
H 0.87 4.39 1.97 0.253
H -0.52 4.80 2.95 0.280
H -1.01 5.60 0.70 0.280
H -2.05 4.22 0.94 0.251
H 1.04 5.69 -1.07 0.276
H 1.59 4.31 -2.02 0.272
H 1.98 4.40 -0.30 0.257
H -1.65 5.27 -2.01 0.279
H -2.48 3.72 -1.78 0.262
H -1.15 3.86 -2.95 0.266
C 3.78 -2.04 -0.84 -0.404
N 2.45 -2.57 -0.51 -0.822
C 2.33 -4.04 -0.66 -0.418
P 1.33 -1.76 0.28 2.539
O 1.46 -0.23 0.06 -1.216
O -0.13 -2.15 -0.33 -1.097
P -1.24 -1.39 -1.24 2.526
O -1.71 -0.20 -0.38 -1.202
N -0.41 -0.81 -2.51 -0.832
C -0.81 0.41 -3.23 -0.422
C 0.59 -1.62 -3.24 -0.414
N -2.43 -2.40 -1.56 -0.805
C -2.40 -3.29 -2.74 -0.406
C -3.40 -2.80 -0.53 -0.407
N 1.24 -2.15 1.84 -0.816
C 0.04 -1.83 2.61 -0.389
C 2.13 -3.12 2.50 -0.401
H 4.53 -2.43 -0.15 0.222
H 3.77 -0.95 -0.80 0.225
H 4.04 -2.35 -1.86 0.229
H 3.03 -4.55 0.00 0.228
H 2.55 -4.31 -1.69 0.233
H 1.32 -4.37 -0.42 0.220
H -1.68 0.87 -2.77 0.228
H -1.07 0.17 -4.26 0.248
H 0.03 1.11 -3.25 0.205
H 0.83 -2.52 -2.68 0.222
H 1.50 -1.02 -3.37 0.223
H 0.20 -1.89 -4.22 0.230
H -1.84 -2.83 -3.56 0.213
H -3.42 -3.44 -3.07 0.245
H -1.96 -4.26 -2.48 0.217
H -3.43 -2.05 0.26 0.219
H -3.14 -3.77 -0.11 0.219
H -4.39 -2.85 -0.99 0.242
H -0.54 -0.99 2.18 0.164
H 0.32 -1.55 3.62 0.235
H -0.65 -2.68 2.65 0.233
H 3.07 -3.19 1.96 0.225
H 1.66 -4.10 2.56 0.220
H 2.34 -2.76 3.50 0.232

Entry 3:
74
Properties=species:S:1:pos:R:3:mulliken_charge:R:1 method="wB97M-V/def2-TZVPD" spin_multiplicity=1 charge=-1 orbital_gap_ha=0.222
C 4.41 -3.21 1.03 -1.343
C 3.12 -3.44 0.22 -0.073
C 2.07 -4.25 1.00 -0.836
Ga 0.51 -3.15 1.71 0.006
C 0.39 -1.26 0.98 -0.299
C 0.37 -1.12 -0.56 -0.630
P -1.48 -4.45 1.37 0.156
O -2.11 -3.79 -0.04 -0.461
Cl -2.89 -3.79 2.83 -0.374
H 5.04 -2.48 0.52 0.334
H 4.13 -2.86 2.03 0.299
H 4.97 -4.14 1.10 0.377
H 3.41 -4.02 -0.66 0.222
H 2.76 -2.48 -0.16 0.106
H 1.73 -5.11 0.42 0.439
H 2.56 -4.69 1.88 0.346
H 0.68 -3.04 3.31 -0.319
H 1.14 -0.61 1.44 -0.152
H -0.57 -0.87 1.34 0.402
H -0.67 -1.14 -0.92 -0.143
H 0.92 -1.90 -1.08 0.332
H 0.74 -0.13 -0.86 0.337
H -2.98 -4.17 -0.16 0.286
C -3.78 4.01 -2.01 -0.346
O -2.58 4.78 -2.27 -0.340
P -1.18 4.08 -2.03 1.097
O -1.12 3.38 -0.74 -0.633
O -0.26 5.38 -2.12 -0.407
C -0.20 6.23 -0.97 -0.711
O -0.44 3.31 -3.20 -0.305
C -1.17 2.23 -3.82 -0.559
H -4.58 4.48 -2.57 0.249
H -3.67 2.98 -2.34 0.026
H -4.00 4.03 -0.95 0.303
H -0.42 5.67 -0.06 0.346
H -0.91 7.05 -1.08 0.245
H 0.81 6.63 -0.91 0.228
H -2.13 2.58 -4.19 0.347
H -1.32 1.43 -3.10 0.172
H -0.58 1.87 -4.65 0.294
C 7.88 0.20 2.79 -0.674
O 7.16 -0.55 3.79 -0.240
P 5.94 0.16 4.52 1.015
O 6.31 1.50 5.00 -0.736
O 5.75 -0.91 5.69 -0.335
C 6.65 -0.89 6.79 -0.717
O 4.47 0.06 3.98 -0.150
C 4.21 0.54 2.64 -0.253
H 8.38 -0.53 2.15 0.250
H 7.22 0.81 2.18 0.342
H 8.61 0.83 3.28 0.247
H 7.07 0.10 6.93 0.342
H 7.45 -1.61 6.63 0.237
H 6.08 -1.17 7.67 0.226
H 4.86 0.06 1.92 0.239
H 4.34 1.63 2.61 0.362
H 3.18 0.30 2.40 -0.156
C -7.24 -2.10 -2.36 -0.659
O -6.88 -1.16 -3.40 -0.325
P -6.16 0.18 -2.97 0.942
O -6.86 0.86 -1.86 -0.686
O -6.30 0.97 -4.36 -0.345
C -7.56 1.55 -4.67 -0.740
O -4.59 0.29 -2.90 -0.058
C -3.90 -0.65 -2.04 -0.572
H -7.36 -3.07 -2.84 0.236
H -6.48 -2.16 -1.59 0.346
H -8.19 -1.79 -1.92 0.239
H -8.12 1.78 -3.77 0.358
H -8.14 0.88 -5.31 0.243
H -7.36 2.48 -5.22 0.235
H -4.16 -1.67 -2.31 0.419
H -4.15 -0.46 -0.99 0.417
H -2.83 -0.51 -2.18 -0.073

Entry 4:
81
Properties=species:S:1:pos:R:3:mulliken_charge:R:1 method="wB97M-V/def2-TZVPD" spin_multiplicity=1 relative_energy_kcal_mol=0.0 charge=+1 orbital_gap_ha=0.339
Y -8.82 23.71 -5.70 0.147
B -11.94 24.21 -7.78 0.570
F -12.32 22.85 -7.80 -0.325
F -11.87 24.70 -9.09 -0.394
F -12.84 24.96 -6.99 -0.359
F -10.64 24.36 -7.19 1.028
B -7.72 21.24 -4.20 0.042
F -6.73 20.32 -4.48 -0.359
F -8.52 20.84 -3.15 -0.364
F -7.20 22.56 -3.98 -0.160
F -8.53 21.47 -5.38 -0.173
C -8.64 23.03 -1.10 -1.138
S -9.54 24.21 -2.08 0.475
O -9.58 23.68 -3.45 0.315
C -11.16 23.82 -1.43 -1.069
H -9.07 22.04 -1.27 0.325
H -8.72 23.24 -0.03 0.534
H -7.61 23.02 -1.44 0.200
H -11.19 23.92 -0.34 0.482
H -11.30 22.76 -1.67 0.290
H -11.91 24.45 -1.89 0.240
C -9.53 26.65 -9.13 -0.759
S -8.27 26.80 -7.88 0.335
O -8.32 25.54 -7.10 -0.204
C -6.81 26.69 -8.94 -0.728
H -9.46 27.46 -9.86 0.607
H -10.48 26.71 -8.60 0.158
H -9.45 25.68 -9.63 0.062
H -6.95 25.90 -9.67 0.197
H -5.98 26.45 -8.28 0.107
H -6.65 27.67 -9.38 0.463
C -7.33 22.84 -9.80 -0.320
S -8.35 21.78 -8.77 0.236
O -8.92 22.63 -7.69 -0.596
C -9.72 21.64 -9.93 -0.971
H -7.23 22.36 -10.77 0.604
H -6.39 22.99 -9.29 0.001
H -7.83 23.80 -9.92 -0.206
H -10.55 21.22 -9.37 0.235
H -9.41 20.98 -10.74 0.508
H -9.93 22.62 -10.32 0.264
C -4.54 22.66 -4.91 -0.637
S -5.23 22.79 -6.56 0.412
O -6.53 23.54 -6.51 -0.183
C -4.04 23.97 -7.19 -0.958
H -3.47 22.51 -5.06 0.573
H -4.96 21.77 -4.45 0.207
H -4.71 23.57 -4.35 0.022
H -4.33 24.25 -8.20 0.278
H -3.07 23.48 -7.19 0.487
H -4.03 24.86 -6.55 0.211
C -9.90 28.21 -4.89 -0.616
S -10.81 26.74 -5.39 0.727
O -9.87 25.62 -5.07 -0.377
C -12.05 26.72 -4.12 -0.767
H -10.02 28.97 -5.66 0.394
H -8.85 27.93 -4.85 -0.167
H -10.25 28.64 -3.96 0.422
H -12.46 25.72 -4.13 -0.345
H -12.80 27.48 -4.36 0.536
H -11.64 26.92 -3.13 0.382
C -6.90 26.86 -2.26 -1.067
S -6.26 25.86 -3.62 0.303
O -7.42 25.30 -4.36 -0.036
C -5.66 27.21 -4.65 -0.603
H -6.06 27.51 -1.99 0.527
H -7.08 26.17 -1.44 0.325
H -7.80 27.37 -2.56 0.230
H -6.27 28.10 -4.51 0.366
H -5.77 26.82 -5.66 -0.287
H -4.61 27.39 -4.42 0.500
C -12.17 20.44 -5.61 -1.039
S -11.90 21.93 -4.68 0.434
O -10.81 22.61 -5.42 -0.573
C -13.45 22.71 -5.07 -0.713
H -12.29 20.72 -6.66 0.203
H -13.05 19.91 -5.25 0.442
H -11.30 19.80 -5.46 0.341
H -14.15 22.25 -4.37 0.555
H -13.74 22.64 -6.11 0.303
H -13.40 23.76 -4.78 -0.115

Entry 5:
72
Properties=species:S:1:pos:R:3:mulliken_charge:R:1 method="wB97M-V/def2-TZVPD" spin_multiplicity=1 relative_energy_kcal_mol=22.7 charge=+2 orbital_gap_ha=0.126
Tl 0.32 -0.49 -0.44 1.617
F 0.23 1.82 1.34 -0.614
C 4.55 2.90 -1.77 -0.911
S 2.77 2.82 -2.08 0.301
O 2.06 1.60 -1.48 -0.408
C 2.16 4.31 -1.15 -0.771
H 5.06 1.99 -2.08 0.180
H 4.74 3.18 -0.73 0.307
H 5.06 3.56 -2.48 0.460
H 3.00 4.89 -0.78 0.456
H 1.55 3.94 -0.33 0.058
H 1.53 4.93 -1.80 0.367
C 4.92 -0.62 -1.00 -1.186
S 4.06 0.30 0.41 0.564
O 2.93 -0.60 0.90 -0.473
C 5.51 0.25 1.58 -1.141
H 5.72 -0.05 -1.47 0.444
H 4.26 -0.79 -1.85 0.328
H 5.26 -1.55 -0.54 0.419
H 5.16 0.84 2.43 0.353
H 6.44 0.61 1.14 0.422
H 5.61 -0.77 1.95 0.394
C -0.64 3.37 -3.58 -0.655
S -1.76 2.75 -2.29 0.413
O -1.01 1.56 -1.71 -0.280
C -1.50 3.97 -0.89 -0.453
H -0.80 2.81 -4.51 0.330
H 0.38 3.51 -3.26 -0.074
H -0.97 4.38 -3.81 0.457
H -2.23 3.67 -0.13 0.010
H -1.83 4.95 -1.23 0.467
H -0.48 3.97 -0.53 -0.094
C -3.25 -0.62 -4.51 -1.013
S -2.77 -1.75 -3.14 0.463
O -1.61 -1.07 -2.44 -0.415
C -4.34 -1.63 -2.12 -0.649
H -2.32 -0.35 -5.01 0.383
H -3.64 0.35 -4.20 0.262
H -4.08 -1.04 -5.08 0.402
H -5.20 -2.20 -2.45 0.494
H -4.60 -0.58 -1.99 0.237
H -4.10 -2.03 -1.13 0.033
C 2.10 -0.32 3.60 -0.990
S 0.41 -1.07 3.48 0.521
O 0.19 -1.74 2.13 -0.402
C 0.54 -2.45 4.65 -1.195
H 2.48 -0.08 4.60 0.533
H 2.06 0.58 2.99 0.216
H 2.94 -0.94 3.27 0.275
H 0.49 -2.10 5.68 0.421
H 1.43 -3.02 4.40 0.375
H -0.30 -3.15 4.58 0.331
C -0.29 -4.90 1.83 -0.680
S -1.74 -4.11 0.86 0.461
O -1.15 -3.03 -0.10 -0.438
C -2.18 -5.52 -0.25 -1.002
H -0.18 -4.45 2.81 -0.010
H 0.62 -4.70 1.27 0.264
H -0.53 -5.94 2.06 0.482
H -2.81 -6.31 0.16 0.402
H -1.32 -5.91 -0.78 0.345
H -2.66 -5.08 -1.12 0.270
C -4.42 1.51 0.92 -0.595
S -3.70 -0.22 1.25 0.494
O -2.51 -0.52 0.29 -0.264
C -3.05 0.11 2.95 -0.925
H -3.67 2.26 0.68 -0.169
H -4.84 1.88 1.86 0.479
H -5.23 1.53 0.19 0.354
H -2.46 1.03 2.94 0.289
H -2.48 -0.69 3.41 0.173
H -3.90 0.21 3.62 0.501

Entry 6:
98
Properties=species:S:1:pos:R:3:mulliken_charge:R:1 method="wB97M-V/def2-TZVPD" spin_multiplicity=1 relative_energy_kcal_mol=60.2 charge=0 orbital_gap_ha=0.356
C -9.08 1.76 -0.37 -0.954
N -7.65 2.01 -0.48 0.736
O -6.97 2.36 0.49 -0.387
O -7.15 1.90 -1.55 -0.339
H -9.22 0.68 -0.25 0.303
H -9.57 2.09 -1.28 0.339
H -9.35 2.50 0.38 0.311
C -2.90 -3.15 -3.31 -0.093
N -1.63 -3.14 -2.47 0.939
O -1.03 -2.07 -2.38 -0.485
O -1.25 -4.27 -2.15 -0.565
H -3.03 -2.08 -3.46 -0.081
H -3.69 -3.56 -2.68 -0.015
H -2.72 -3.81 -4.16 0.387
C -2.30 -0.24 -6.63 -0.833
N -1.21 0.20 -5.79 0.885
O -0.13 0.50 -6.33 -0.568
O -1.47 0.38 -4.66 -0.327
H -2.36 -1.32 -6.54 0.297
H -2.07 0.10 -7.64 0.306
H -3.21 0.16 -6.17 0.229
C -0.22 4.53 1.25 -0.939
N -1.34 3.88 0.55 0.836
O -1.51 2.67 0.55 -0.259
O -2.12 4.64 -0.06 -0.535
H 0.18 3.83 1.99 0.278
H -0.67 5.32 1.87 0.355
H 0.48 4.90 0.51 0.307
C -2.80 -3.81 2.36 -0.893
N -3.78 -3.46 1.32 0.834
O -3.34 -2.81 0.42 -0.320
O -4.94 -3.88 1.43 -0.548
H -1.87 -4.09 1.87 0.296
H -3.26 -4.57 2.99 0.393
H -2.54 -3.00 3.04 0.260
C -0.98 -0.66 0.71 -0.033
N -0.67 0.00 2.01 1.091
O 0.54 0.29 2.15 -0.597
O -1.49 -0.04 2.91 -0.601
H -2.05 -0.52 0.53 -0.374
H -0.76 -1.73 0.73 0.422
H -0.42 -0.19 -0.09 0.075
C -3.84 5.07 -2.74 -0.384
N -4.40 5.80 -1.62 0.982
O -5.08 5.12 -0.85 -0.467
O -4.38 7.03 -1.61 -0.608
H -3.44 5.71 -3.52 0.318
H -4.49 4.45 -3.36 -0.104
H -2.99 4.54 -2.30 0.247
C -6.98 1.97 -4.69 -0.813
N -7.15 3.47 -4.92 0.993
O -7.48 4.25 -4.03 -0.539
O -7.07 3.85 -6.10 -0.579
H -7.10 1.52 -5.68 0.342
H -7.87 1.62 -4.17 0.356
H -6.09 1.62 -4.17 0.204
C -4.25 1.96 2.36 -0.391
N -5.23 2.98 2.85 1.087
O -6.33 2.57 3.24 -0.553
O -4.92 4.14 2.91 -0.633
H -4.19 1.98 1.28 0.117
H -4.60 0.99 2.70 -0.038
H -3.34 2.11 2.95 0.407
C 0.71 1.43 -2.39 -0.217
N 1.62 2.46 -1.79 0.965
O 2.32 3.13 -2.50 -0.563
O 1.46 2.68 -0.58 -0.549
H -0.21 1.39 -1.81 -0.266
H 1.33 0.54 -2.51 0.358
H 0.45 1.76 -3.39 0.249
C -6.39 -1.06 2.16 -0.539
N -7.64 -0.58 2.90 0.998
O -7.63 -0.62 4.09 -0.565
O -8.57 -0.17 2.18 -0.560
H -6.17 -0.47 1.27 -0.120
H -6.70 -2.07 1.90 0.500
H -5.56 -1.06 2.87 0.228
C -6.08 -3.40 -1.31 0.025
N -7.19 -3.94 -2.03 1.001
O -7.63 -5.06 -1.73 -0.590
O -7.74 -3.25 -2.85 -0.593
H -5.60 -4.26 -0.85 0.331
H -6.53 -2.69 -0.61 0.139
H -5.34 -2.84 -1.89 -0.397
C -3.73 4.60 -6.60 -0.737
N -3.09 3.49 -5.82 0.718
O -1.86 3.47 -5.68 -0.488
O -3.85 2.72 -5.23 -0.267
H -4.52 4.29 -7.29 0.252
H -2.96 5.06 -7.21 0.332
H -4.15 5.24 -5.82 0.261
C -3.69 1.31 -1.68 -0.074
N -4.50 0.08 -1.83 0.956
O -4.77 -0.39 -2.93 -0.665
O -4.72 -0.52 -0.77 -0.142
H -3.24 1.52 -2.64 0.054
H -2.98 1.19 -0.86 -0.335
H -4.35 2.12 -1.37 0.222